No. 1
The following is a DFT calculation (ωB97M-V/def2-TZVPD) of a 12-piece molecular cluster, C74H112F21N8O16 overall in a non-equilibrium geometry.

Geometry as ORCA input:
```
! RIJCOSX wB97M-V def2-TZVPD def2/J DEFGRID3
* xyz 1 1
C 14.686 16.789 15.993
N 13.961 17.341 17.117
C 14.321 18.714 17.409
C 12.512 17.327 16.825
C 14.139 16.616 18.392
C 15.634 16.312 18.807
O 16.616 17.234 18.269
H 14.502 15.702 16.045
H 15.732 17.026 16.146
H 14.388 17.280 15.076
H 13.864 19.119 18.329
H 13.857 19.301 16.584
H 15.396 18.714 17.399
H 12.057 17.977 17.571
H 12.264 16.255 16.754
H 12.453 17.798 15.863
H 13.661 15.592 18.269
H 13.446 17.120 19.073
H 15.943 15.264 18.455
H 15.670 16.365 19.855
H 17.414 17.069 18.834
C 20.213 19.609 15.677
N 18.686 19.944 15.526
C 18.395 20.817 14.419
C 18.007 18.511 15.498
C 18.263 20.642 16.840
C 16.805 21.236 16.821
O 16.672 21.982 17.958
H 20.285 19.020 16.556
H 20.613 20.590 15.903
H 20.510 19.062 14.749
H 17.288 20.902 14.233
H 18.872 20.563 13.431
H 18.653 21.804 14.750
H 18.507 18.063 14.641
H 16.946 18.497 15.238
H 18.009 18.003 16.445
H 18.904 21.517 16.942
H 18.347 20.044 17.750
H 16.143 20.316 16.894
H 16.522 21.873 15.970
H 16.009 21.514 18.658
C 10.011 17.008 14.056
N 10.698 15.788 13.492
C 10.010 15.071 12.607
C 10.563 14.002 11.983
C 11.904 13.681 12.274
C 12.583 14.311 13.303
C 11.916 15.425 13.851
C 12.660 12.720 11.478
C 13.883 13.171 11.107
C 14.714 12.302 10.395
N 14.440 11.039 10.113
C 13.229 10.605 10.547
C 12.302 11.396 11.189
C 15.294 10.073 9.386
H 10.787 17.743 14.284
H 9.524 16.844 15.006
H 9.406 17.529 13.291
H 9.016 15.421 12.449
H 9.997 13.523 11.240
H 13.582 14.076 13.607
H 12.390 16.143 14.534
H 14.254 14.126 11.390
H 15.711 12.572 10.108
H 13.011 9.544 10.413
H 11.308 10.951 11.385
H 14.936 10.197 8.330
H 15.127 9.073 9.726
H 16.344 10.303 9.531
C 22.131 15.933 14.155
N 21.092 15.287 14.962
C 20.490 14.136 14.577
C 19.626 13.392 15.359
C 19.298 13.907 16.618
C 19.621 15.220 16.852
C 20.581 15.861 16.083
C 18.573 13.071 17.559
C 18.304 13.511 18.825
C 17.832 12.661 19.799
N 17.519 11.413 19.410
C 17.553 11.018 18.158
C 18.125 11.812 17.196
C 17.134 10.490 20.527
H 22.813 15.190 13.790
H 22.743 16.556 14.833
H 21.803 16.542 13.294
H 20.920 13.720 13.697
H 19.336 12.399 14.983
H 19.388 15.803 17.815
H 21.050 16.786 16.397
H 18.499 14.571 19.107
H 17.712 12.991 20.874
H 17.187 10.008 18.010
H 18.100 11.389 16.237
H 16.358 10.910 21.132
H 18.076 10.543 21.125
H 16.922 9.498 20.198
C 8.501 23.060 12.419
N 9.840 23.391 12.804
C 10.941 22.588 12.611
C 12.118 22.724 13.393
C 12.095 23.705 14.392
C 10.983 24.444 14.578
C 9.912 24.356 13.711
C 13.069 23.863 15.449
C 13.305 22.800 16.276
C 13.950 23.031 17.433
N 14.575 24.142 17.673
C 14.428 25.220 16.894
C 13.632 25.118 15.766
C 15.437 24.442 18.929
H 7.966 22.954 13.382
H 8.384 22.221 11.786
H 8.123 23.885 11.841
H 10.688 21.779 11.975
H 12.914 22.009 13.262
H 10.898 25.187 15.358
H 9.075 24.993 13.812
H 12.776 21.839 16.289
H 14.169 22.258 18.222
H 14.941 26.111 17.209
H 13.420 26.003 15.202
H 15.866 23.509 19.335
H 14.785 24.919 19.630
H 16.266 24.973 18.509
C 19.706 17.429 20.145
O 20.451 18.329 19.159
O 18.849 16.724 19.394
C 20.691 16.482 20.975
F 21.722 17.065 21.628
F 20.001 15.899 21.973
F 21.231 15.555 20.162
C 21.166 19.430 19.871
C 21.122 20.669 19.062
H 21.684 21.481 19.545
H 21.610 20.516 18.087
H 20.108 21.098 18.955
H 22.171 19.079 20.089
H 20.674 19.664 20.808
H 19.225 18.122 20.816
C 12.351 12.248 19.125
O 12.731 13.348 17.964
O 11.702 11.291 18.672
C 13.765 11.934 19.609
F 14.554 11.425 18.573
F 14.474 12.947 20.102
F 13.829 10.955 20.569
C 11.892 13.204 16.806
C 10.436 13.709 17.114
H 10.248 14.821 17.180
H 9.769 13.337 16.332
H 10.087 13.258 18.026
H 11.981 12.127 16.487
H 12.326 13.803 16.032
H 11.913 12.903 19.891
C 13.330 18.634 12.755
O 13.874 20.026 12.962
O 13.060 18.077 13.914
C 12.114 18.684 11.769
F 11.597 17.507 11.496
F 11.092 19.395 12.303
F 12.432 19.280 10.589
C 14.985 20.280 12.090
C 15.627 21.640 12.369
H 16.605 21.633 11.944
H 15.141 22.542 12.090
H 15.623 21.651 13.486
H 14.587 20.288 11.058
H 15.724 19.462 12.095
H 14.105 18.106 12.146
C 19.442 17.385 12.610
O 20.583 17.440 11.761
O 18.685 18.442 12.664
C 18.569 16.148 12.213
F 17.780 15.777 13.223
F 17.853 16.406 11.149
F 19.242 14.986 11.858
C 20.448 18.298 10.648
C 21.227 19.597 10.651
H 20.624 20.455 10.522
H 21.795 19.804 11.545
H 21.824 19.589 9.775
H 19.439 18.602 10.561
H 20.854 17.866 9.741
H 19.974 17.139 13.508
C 16.199 11.488 13.849
O 17.192 10.588 14.448
O 15.882 11.113 12.595
C 15.017 11.410 14.845
F 14.629 10.187 15.306
F 15.247 12.248 15.875
F 13.945 11.900 14.243
C 16.922 9.231 14.130
C 17.146 8.343 15.406
H 18.144 8.330 15.770
H 16.533 8.662 16.195
H 16.880 7.288 15.104
H 17.552 8.857 13.289
H 15.903 9.029 13.880
H 16.691 12.479 14.055
C 14.877 21.147 20.603
O 15.965 21.903 21.151
O 14.960 20.773 19.328
C 14.499 19.896 21.422
F 14.710 20.082 22.755
F 13.201 19.626 21.142
F 15.176 18.707 21.168
C 17.232 21.334 21.274
C 18.270 22.355 21.640
H 18.456 22.999 20.798
H 17.769 22.852 22.435
H 19.207 21.828 21.904
H 17.386 20.806 20.363
H 17.164 20.673 22.043
H 14.024 21.777 20.852
C 8.717 22.953 16.477
O 8.871 24.448 16.364
O 8.753 22.432 15.249
C 9.882 22.420 17.309
F 10.913 21.858 16.558
F 10.528 23.265 18.059
F 9.495 21.415 18.202
C 7.894 25.186 17.010
C 6.689 25.465 16.112
H 6.094 24.553 16.111
H 6.045 26.305 16.378
H 7.193 25.571 15.132
H 8.350 26.107 17.338
H 7.601 24.632 17.920
H 7.854 22.850 17.166
*
```

Properties
F_max: 0.088 Eh/bohr
Orbital gap: 4.70 eV
Molar mass: 1768.708 g/mol


No. 2
The following is a DFT calculation (ωB97M-V/def2-TZVPD) of a 11-piece molecular cluster, C74H162N12O11 overall in a non-equilibrium geometry.

Geometry as ORCA input:
```
! RIJCOSX wB97M-V def2-TZVPD def2/J DEFGRID3
* xyz 0 1
C -4.593 2.863 3.293
O -5.115 2.744 2.200
N -5.048 2.172 4.399
N -3.471 3.606 3.548
H -5.906 1.657 4.334
H -4.711 2.386 5.319
H -2.916 3.551 4.380
H -3.120 4.056 2.722
C -4.686 -4.648 -0.442
O -4.439 -4.105 -1.505
N -3.728 -4.723 0.557
N -5.902 -5.181 -0.084
H -3.892 -5.141 1.453
H -2.842 -4.343 0.283
H -5.991 -5.504 0.863
H -6.622 -5.398 -0.744
C 4.730 -3.463 1.951
C 6.027 -2.695 2.362
C 6.665 -2.072 1.122
C 6.205 -0.661 0.736
C 5.935 0.292 1.903
C 5.191 -0.370 3.048
N 5.826 -1.649 3.358
O 5.245 -2.212 4.529
C 5.170 0.514 4.284
C 3.721 -0.557 2.609
C 6.974 -3.722 2.954
H 3.989 -3.402 2.748
H 4.970 -4.508 1.776
H 4.239 -3.005 1.090
H 7.754 -2.152 1.132
H 6.367 -2.709 0.281
H 5.267 -0.655 0.177
H 6.997 -0.315 0.069
H 5.345 1.137 1.538
H 6.874 0.746 2.244
H 4.296 0.283 4.897
H 6.061 0.349 4.895
H 5.077 1.581 4.080
H 3.079 -0.946 3.398
H 3.281 0.402 2.311
H 3.653 -1.179 1.723
H 7.340 -4.478 2.257
H 6.661 -4.229 3.867
H 7.889 -3.195 3.272
H 5.903 -2.042 5.210
C -0.979 -8.981 -0.364
C 0.185 -8.111 -0.848
C -0.274 -7.005 -1.824
C -0.741 -5.721 -1.156
C 0.249 -5.216 -0.123
C 0.510 -6.231 0.971
N 0.878 -7.457 0.269
O 1.464 -8.425 1.145
C 1.685 -5.817 1.868
C -0.747 -6.450 1.835
C 1.241 -8.954 -1.583
H -0.797 -9.379 0.638
H -1.085 -9.888 -0.964
H -1.911 -8.417 -0.308
H 0.503 -6.897 -2.580
H -1.192 -7.299 -2.348
H -1.702 -5.899 -0.662
H -1.029 -4.926 -1.852
H -0.070 -4.259 0.321
H 1.138 -4.836 -0.647
H 1.696 -4.742 2.041
H 1.600 -6.319 2.832
H 2.607 -6.150 1.394
H -1.568 -6.804 1.214
H -0.509 -7.248 2.542
H -1.056 -5.555 2.376
H 1.448 -9.883 -1.053
H 2.168 -8.379 -1.624
H 0.902 -9.154 -2.599
H 2.377 -8.421 0.841
C 4.667 -1.199 -2.798
C 4.397 0.288 -2.985
C 5.741 1.022 -2.923
C 5.737 2.434 -3.473
C 5.026 2.495 -4.838
C 3.686 1.752 -4.956
N 3.840 0.453 -4.320
O 2.630 -0.309 -4.453
C 2.612 2.641 -4.287
C 3.381 1.577 -6.431
C 3.484 0.825 -1.882
H 5.201 -1.545 -3.690
H 3.764 -1.809 -2.787
H 5.301 -1.385 -1.932
H 5.978 1.083 -1.854
H 6.535 0.448 -3.401
H 6.758 2.765 -3.668
H 5.258 3.208 -2.871
H 5.702 2.278 -5.673
H 4.795 3.551 -5.036
H 3.005 3.337 -3.544
H 2.181 3.331 -5.022
H 1.819 2.024 -3.865
H 2.367 1.195 -6.589
H 3.488 2.508 -6.984
H 4.021 0.800 -6.861
H 3.413 1.911 -1.884
H 3.887 0.516 -0.914
H 2.476 0.420 -1.987
H 2.815 -0.769 -5.278
C -3.691 9.393 4.582
C -3.563 7.866 4.640
C -4.339 7.229 3.496
C -3.723 7.392 2.103
C -2.317 6.855 2.077
C -1.447 7.475 3.186
N -2.166 7.443 4.454
O -1.341 7.737 5.560
C -0.199 6.576 3.267
C -0.986 8.890 2.785
C -4.080 7.333 5.958
H -3.251 9.830 3.691
H -3.251 9.861 5.467
H -4.745 9.692 4.617
H -4.539 6.186 3.765
H -5.340 7.654 3.351
H -3.700 8.476 1.926
H -4.401 7.058 1.316
H -1.839 7.161 1.136
H -2.231 5.769 2.055
H 0.388 6.766 4.167
H -0.464 5.516 3.268
H 0.453 6.785 2.420
H -0.057 8.936 2.210
H -1.662 9.331 2.037
H -0.947 9.578 3.625
H -5.141 7.560 6.034
H -3.491 7.662 6.815
H -3.909 6.250 6.003
H -1.120 6.874 5.925
C -1.023 -1.681 -5.724
C -0.074 -2.873 -5.896
C -0.577 -3.967 -4.942
C -0.116 -5.418 -5.197
C -0.222 -5.695 -6.694
C 0.410 -4.649 -7.598
N -0.151 -3.365 -7.265
O 0.131 -2.350 -8.210
C 1.966 -4.756 -7.476
C 0.044 -5.018 -9.036
C 1.325 -2.405 -5.461
H -2.035 -1.942 -6.036
H -0.655 -0.800 -6.247
H -1.069 -1.467 -4.655
H -0.203 -3.659 -3.957
H -1.666 -3.942 -4.860
H -0.829 -6.000 -4.616
H 0.899 -5.553 -4.819
H -1.301 -5.751 -6.900
H 0.088 -6.717 -6.934
H 2.462 -3.790 -7.465
H 2.224 -5.294 -6.561
H 2.375 -5.371 -8.279
H 0.386 -6.030 -9.245
H -1.024 -4.884 -9.223
H 0.539 -4.351 -9.746
H 1.773 -1.674 -6.134
H 2.006 -3.235 -5.261
H 1.228 -1.919 -4.484
H -0.744 -2.128 -8.542
C -1.425 2.427 1.433
C -0.601 1.531 0.519
C 0.240 0.620 1.433
C 0.921 -0.527 0.674
C -0.264 -1.313 0.097
C -1.083 -0.516 -0.920
N -1.501 0.687 -0.239
O -2.463 1.469 -0.938
C -0.348 -0.330 -2.242
C -2.299 -1.415 -1.197
C 0.362 2.404 -0.333
H -2.165 1.825 1.957
H -1.974 3.177 0.852
H -0.780 2.994 2.106
H 0.991 1.243 1.937
H -0.348 0.180 2.245
H 1.448 -1.231 1.316
H 1.560 -0.140 -0.119
H -0.906 -1.628 0.923
H 0.091 -2.214 -0.412
H -1.002 0.022 -3.041
H 0.474 0.392 -2.206
H 0.084 -1.284 -2.555
H -1.999 -2.454 -1.336
H -2.936 -1.448 -0.305
H -2.902 -1.069 -2.035
H 0.628 3.293 0.239
H -0.186 2.668 -1.239
H 1.284 1.881 -0.580
H -3.299 1.129 -0.601
C -0.013 -2.539 8.165
C 0.011 -1.776 6.826
C 1.351 -1.964 6.134
C 1.541 -3.317 5.479
C 0.397 -3.561 4.499
C -1.029 -3.374 5.081
N -1.073 -2.156 5.916
O -2.348 -1.961 6.485
C -1.950 -3.114 3.894
C -1.442 -4.624 5.856
C -0.178 -0.283 7.117
H 0.722 -2.125 8.862
H 0.414 -3.537 8.017
H -0.989 -2.591 8.641
H 1.430 -1.181 5.371
H 2.138 -1.730 6.858
H 1.568 -4.136 6.202
H 2.472 -3.283 4.915
H 0.375 -4.597 4.155
H 0.501 -2.925 3.615
H -2.203 -4.054 3.393
H -2.919 -2.835 4.321
H -1.639 -2.322 3.224
H -2.493 -4.560 6.172
H -1.386 -5.491 5.197
H -0.923 -4.770 6.802
H 0.681 0.133 7.654
H -1.098 -0.109 7.670
H -0.212 0.300 6.193
H -2.410 -2.585 7.225
C -3.036 8.899 -2.077
C -2.934 7.506 -2.648
C -2.315 6.555 -1.626
C -2.602 5.063 -1.762
C -4.069 4.803 -1.982
C -4.764 5.648 -3.049
N -4.267 7.012 -3.000
O -4.973 7.868 -3.858
C -4.478 5.000 -4.419
C -6.249 5.629 -2.733
C -2.060 7.543 -3.911
H -3.613 9.589 -2.701
H -3.542 8.974 -1.113
H -2.043 9.357 -2.056
H -1.238 6.756 -1.584
H -2.632 6.918 -0.635
H -1.933 4.777 -2.589
H -2.170 4.543 -0.907
H -4.586 4.950 -1.025
H -4.214 3.739 -2.191
H -4.849 5.576 -5.270
H -4.815 3.965 -4.463
H -3.392 4.974 -4.564
H -6.452 6.382 -1.967
H -6.552 4.678 -2.289
H -6.935 5.840 -3.553
H -1.072 7.978 -3.711
H -1.781 6.552 -4.280
H -2.494 8.130 -4.721
H -4.706 7.647 -4.764
O -3.877 -0.543 2.443
H -4.690 -0.027 2.453
H -3.343 -0.138 1.747
*
```

Properties
F_max: 0.039 Eh/bohr
Orbital gap: 8.05 eV
Molar mass: 1396.183 g/mol
SMILES: CC1(C)CCCC(C)(C)N1O.CC1(C)CCCC(C)(C)N1O.CC1(C)CCCC(C)(C)N1O.CC1(C)CCCC(C)(C)N1O.CC1(C)CCCC(C)(C)N1O.CC1(C)CCCC(C)(C)N1O.CC1(C)CCCC(C)(C)N1O.CC1(C)CCCC(C)(C)N1O.NC(N)=O.NC(N)=O.O


Energy above the lowest of the compared OMol25 structures with the same formula, charge and spin values (in eV) by entry order: 0.000; 0.000.